Entry 1:
Density functional theory data (ωB97M-V/def2-TZVPD) for a 2-piece molecular cluster, C13H21N6O3 overall.

Its total energy is -1062.0087 Eh. The multiplicity is 1. As for the charge: +1.

Geometry as XYZ:
```
43
Properties=species:S:1:pos:R:3:lowdin_charge:R:1
O -1.069 -2.149 3.390 0.046
O -1.522 2.926 3.251 0.063
N 2.188 -0.363 -4.402 0.085
O 1.144 0.530 -4.804 -0.017
C -1.171 -0.936 3.352 -0.557
C -0.596 2.196 3.563 -0.482
C 1.780 -1.554 -4.720 -0.477
C 0.491 -1.532 -5.305 0.015
C -0.586 -0.922 -0.092 0.017
C 0.139 -0.221 -5.353 -0.303
C -0.094 0.341 0.108 -0.193
C 1.220 -0.678 -1.350 -0.030
N 2.510 -2.673 -4.449 0.127
N 0.243 -1.542 -1.010 0.138
N -0.123 2.238 4.812 0.040
N -0.116 -0.223 2.949 0.098
N 1.031 0.481 -0.687 0.180
C -2.492 -0.283 3.712 0.032
C -1.141 0.326 -5.905 0.002
C 0.950 1.438 5.408 -0.053
C -0.619 1.347 1.111 -0.055
C -0.029 1.190 2.535 -0.190
H -0.080 -2.379 -5.662 0.120
H -1.443 -1.362 0.410 0.150
H 2.031 -0.881 -2.045 0.135
H 2.235 -3.514 -4.952 0.109
H 3.507 -2.508 -4.326 0.111
H 0.139 -2.491 -1.360 0.186
H -0.581 2.915 5.405 0.154
H 0.711 -0.786 2.827 0.154
H 1.594 1.319 -0.781 0.192
H -2.384 0.267 4.645 0.091
H -3.240 -1.063 3.854 0.095
H -2.830 0.385 2.925 0.076
H -0.928 1.012 -6.730 0.095
H -1.778 -0.481 -6.279 0.092
H -1.684 0.871 -5.128 0.089
H 1.226 1.865 6.374 0.094
H 0.613 0.413 5.574 0.081
H 1.835 1.435 4.769 0.083
H -0.404 2.355 0.751 0.133
H -1.705 1.256 1.152 0.124
H 1.031 1.434 2.464 0.149
```

---

Entry 2:
Density functional theory data (ωB97M-V/def2-TZVPD) for an isolated ion of composition C13H21N6O4 and charge +1.

The calculation puts the relative energy (zero: lowest compared OMol25 entry of this formula, charge and spin) at 1.8 kcal/mol. The multiplicity is 1. As for the charge: +1. The SMILES is CNC(=O)[C@@H](CC(N)=O)NC(=O)[C@@H](Cc1c[nH]c[nH+]1)NC(C)=O.

Geometry as XYZ:
```
44
Properties=species:S:1:pos:R:3:lowdin_charge:R:1
C 4.417 -1.456 1.799 -0.037
N 3.839 -0.596 0.752 0.039
C 2.643 -0.834 0.174 -0.439
O 1.897 -1.748 0.535 0.043
C 2.282 0.106 -1.009 -0.203
C 2.290 -0.691 -2.345 -0.016
C 1.192 -1.803 -2.418 -0.512
N 1.528 -3.002 -2.761 0.209
O -0.007 -1.514 -2.193 -0.018
N 0.958 0.637 -0.852 0.119
C 0.550 1.433 0.141 -0.463
O 1.357 2.109 0.761 0.093
C -0.901 1.400 0.451 -0.163
C -1.185 0.298 1.478 -0.030
C -2.100 -0.759 0.905 -0.176
C -1.743 -2.016 0.466 0.016
N -2.819 -2.522 -0.262 0.128
C -3.763 -1.549 -0.303 -0.044
N -3.329 -0.480 0.325 0.162
N -1.465 2.731 0.901 0.138
C -2.755 3.051 0.886 -0.534
C -3.157 4.477 1.203 0.029
O -3.605 2.241 0.550 0.023
H 3.625 -1.734 2.496 0.085
H 5.201 -0.964 2.378 0.090
H 4.789 -2.374 1.332 0.091
H 4.322 0.201 0.402 0.126
H 3.041 0.909 -1.052 0.155
H 2.109 0.022 -3.161 0.137
H 3.285 -1.092 -2.496 0.118
H 0.796 -3.685 -2.790 0.129
H 2.465 -3.185 -3.108 0.135
H 0.222 0.103 -1.365 0.123
H -1.431 1.156 -0.446 0.143
H -1.664 0.709 2.366 0.136
H -0.271 -0.189 1.843 0.136
H -0.767 -2.455 0.609 0.132
H -2.864 -3.457 -0.675 0.184
H -4.710 -1.623 -0.825 0.162
H -3.832 0.393 0.459 0.136
H -0.807 3.461 1.107 0.144
H -2.410 5.124 0.728 0.091
H -3.116 4.553 2.293 0.100
H -4.108 4.615 0.722 0.085
```

---

- Look up the multiplicity of the first one.
  1